Formula: C2H5Cl2NiO9P2Y
Source: the Open Molecules 2025 dataset
Level of theory: ωB97M-V with the def2-TZVPD basis set

Properties
frontier orbital gap (alpha / beta) = 3.040 / 3.088 eV
E_HOMO (alpha / beta) = 0.70 / 0.72 eV

Geometry as ORCA input:
```
! wB97M-V def2-TZVPD RIJCOSX def2/J DEFGRID3
* xyz -2 3
Y 0.16 1.54 -0.82
Ni -2.04 -0.95 -0.63
Cl 0.84 -2.61 2.00
Cl 3.41 -1.98 3.28
P -1.61 1.31 -3.25
P 1.20 -1.11 -1.16
O -2.51 2.28 -3.99
O 0.90 0.11 -2.20
O 2.02 -1.86 -2.20
O -0.57 0.83 -4.32
O -1.74 0.61 -1.87
O -1.28 0.49 0.83
O 1.63 0.01 -0.14
O -0.29 -1.59 -1.08
O -0.53 2.40 -2.72
C -1.21 0.82 2.17
C 1.82 -1.37 2.74
H -0.76 -0.03 2.72
H -2.19 1.00 2.63
H -0.51 1.66 2.33
H 1.95 -0.52 2.06
H 1.30 -1.04 3.63
*
```

***

Formula: C2H5Cl2P
Source: the Open Molecules 2025 dataset
Level of theory: ωB97M-V with the def2-TZVPD basis set

Properties
frontier orbital gap = 10.203 eV
E_HOMO = -9.33 eV
SMILES = C=CCl.PCl

Geometry as ORCA input:
```
! wB97M-V def2-TZVPD RIJCOSX def2/J DEFGRID3
* xyz 0 1
Cl -3.17 1.09 -0.09
Cl -0.07 -0.10 0.79
P -2.84 -0.89 -0.03
C 1.11 0.39 -0.35
C 1.96 1.40 -0.19
H 1.27 -0.24 -1.24
H -3.34 -1.22 1.23
H 2.77 1.68 -1.01
H -4.14 -1.28 -0.58
H 1.86 2.09 0.64
*
```

***

Formula: C2H5Cl2PS2
Source: the Open Molecules 2025 dataset
Level of theory: ωB97M-V with the def2-TZVPD basis set

Properties
frontier orbital gap (alpha / beta) = 6.050 / 6.050 eV
E_HOMO (alpha / beta) = -8.81 / -8.81 eV

Geometry as ORCA input:
```
! wB97M-V def2-TZVPD RIJCOSX def2/J DEFGRID3
* xyz 0 1
Cl 3.17 0.51 2.94
Cl 1.10 -0.86 4.99
S -0.11 -1.68 1.42
S 0.35 2.07 3.66
P 1.25 0.29 3.41
C -0.27 -0.53 0.04
C 0.86 -0.60 -1.00
H -1.30 -0.73 -0.22
H 0.57 -0.50 -2.08
H -0.44 0.41 0.53
H 1.52 0.23 -0.76
H 1.33 -1.55 -0.99
*
```

***

Formula: C2H5Cl3FNOP2S
Source: the Open Molecules 2025 dataset
Level of theory: ωB97M-V with the def2-TZVPD basis set

Properties
frontier orbital gap = 8.507 eV
E_HOMO = -8.43 eV

Geometry as ORCA input:
```
! wB97M-V def2-TZVPD RIJCOSX def2/J DEFGRID3
* xyz 0 1
Cl -3.26 1.94 -1.13
Cl -2.33 1.13 1.65
Cl -0.75 -2.13 1.34
S 3.58 -0.64 -0.67
P -2.09 0.60 -0.17
P -1.58 -1.99 -0.36
F -2.22 -3.37 -0.63
O -0.63 0.58 -0.54
N -2.75 -0.95 -0.54
C 2.05 1.10 0.78
C 2.64 0.70 -0.54
H -0.40 -1.93 -1.05
H 2.16 0.46 1.60
H 2.32 2.16 1.23
H 1.00 1.12 0.49
H 2.26 1.21 -1.47
*
```

***

Formula: C2H5Cl3O2SSi
Source: the Open Molecules 2025 dataset
Level of theory: ωB97M-V with the def2-TZVPD basis set

Properties
frontier orbital gap = 11.395 eV
E_HOMO = -11.21 eV

Geometry as ORCA input:
```
! wB97M-V def2-TZVPD RIJCOSX def2/J DEFGRID3
* xyz 0 1
Cl -1.49 2.03 1.51
Cl 3.92 -0.76 0.70
Cl 0.69 2.77 -1.07
S 2.57 0.57 0.02
Si -0.09 1.33 0.08
O 2.21 0.07 -1.28
O 3.36 1.77 0.07
C -0.93 -0.09 -0.80
C 1.25 0.66 1.22
H 1.20 -0.25 1.76
H -1.83 -0.45 -0.34
H -1.18 0.06 -1.89
H -0.38 -0.99 -0.97
H 1.47 1.42 1.96
*
```

***

Formula: C2H5Cl3SSi
Source: the Open Molecules 2025 dataset
Level of theory: ωB97M-V with the def2-TZVPD basis set

Properties
frontier orbital gap (alpha / beta) = 7.385 / 7.385 eV
E_HOMO (alpha / beta) = -7.57 / -7.57 eV

Geometry as ORCA input:
```
! wB97M-V def2-TZVPD RIJCOSX def2/J DEFGRID3
* xyz 0 1
Cl -4.56 0.60 1.50
Cl -3.40 -1.92 -0.38
Cl -3.63 1.13 -1.72
S 0.10 1.18 -0.34
Si -3.35 0.10 0.00
C -0.90 0.85 1.07
C 1.20 -0.17 -0.34
H 1.10 -0.69 0.69
H -0.80 0.06 1.89
H 2.24 0.15 -0.42
H 1.04 -0.76 -1.18
H -1.07 1.75 1.56
*
```

***

Formula: C2H5Cl3Si
Source: the Open Molecules 2025 dataset
Level of theory: ωB97M-V with the def2-TZVPD basis set

Properties
frontier orbital gap = 11.831 eV
E_HOMO = -11.28 eV
SMILES = CC[Si](Cl)(Cl)Cl

Geometry as ORCA input:
```
! wB97M-V def2-TZVPD RIJCOSX def2/J DEFGRID3
* xyz 0 1
Cl 2.73 1.74 -0.37
Cl 0.34 0.69 -2.60
Cl -0.46 2.55 0.12
Si 0.76 1.04 -0.57
C -1.08 -0.90 0.39
C 0.41 -0.53 0.38
H -1.72 -0.03 0.53
H 1.07 -1.32 0.12
H -1.45 -1.33 -0.55
H 0.74 -0.31 1.37
H -1.33 -1.61 1.18
*
```

***

Formula: C2H5Cl3Si
Source: the Open Molecules 2025 dataset
Level of theory: ωB97M-V with the def2-TZVPD basis set

Properties
frontier orbital gap = 9.190 eV
E_HOMO = -10.37 eV

Geometry as ORCA input:
```
! wB97M-V def2-TZVPD RIJCOSX def2/J DEFGRID3
* xyz 0 1
Cl 1.91 0.93 -2.05
Cl 1.00 -2.17 -0.34
Cl 1.91 0.60 0.91
Si -1.09 -0.23 1.21
C 0.47 0.48 -1.28
C 0.53 0.06 0.18
H -0.86 -0.81 2.53
H -2.11 -0.73 0.44
H -1.64 1.00 1.72
H -0.32 1.25 -1.43
H 0.19 -0.38 -1.88
*
```

***

| no. | electronic energy (eV) |
| --- | --- |
| 1 | -106294.542 |
| 2 | -36487.450 |
| 3 | -58158.507 |
| 4 | -75393.096 |
| 5 | -62532.598 |
| 6 | -58436.848 |
| 7 | -47604.795 |
| 8 | -47597.828 |